Entry from the Open Molecules 2025 dataset: a 2-piece molecular cluster, C3H7NO2 overall at a distorted geometry (ωB97M-V/def2-TZVPD).

Last column: Mulliken charge in e.
Positions of all 13 atoms, in Å:
1 C -0.843 -0.934 1.126  -0.188
2 C 0.647 -1.129 0.614  -0.503
3 C -0.419 1.530 -0.516  -0.357
4 N -1.346 0.166 0.753  0.198
5 O -2.269 0.837 1.146  -0.597
6 O 0.709 1.760 -1.275  -0.447
7 H -1.228 -1.850 1.598  0.374
8 H 1.347 -1.054 1.376  0.252
9 H 0.782 -2.032 0.097  0.307
10 H 0.626 -0.305 -0.098  0.003
11 H -0.449 2.211 0.308  0.315
12 H 0.652 1.521 -2.169  0.345
13 H -1.331 1.370 -1.032  0.298

ΔE to the lowest compared entry with this formula, charge and spin in kcal/mol: 144.0
Strongest force on any atom in eV/Å: 4.490
2S+1: 1
Kohn-Sham gap (alpha / beta) in eV: 8.9 / 8.9

Entry from the Open Molecules 2025 dataset: C27H45ClN2PdSeSi2 as an isolated structure at a distorted geometry (ωB97M-V/def2-TZVPD).

Last column: Mulliken charge in e.
Positions of all 79 atoms, in Å:
1 Pd 0.651 0.053 -0.280  -1.249
2 C -4.915 -1.594 1.222  -0.464
3 C -4.212 -1.656 2.422  -0.588
4 C -2.920 -1.174 2.516  -0.067
5 C -2.277 -0.623 1.383  -0.784
6 C -3.007 -0.544 0.181  -0.112
7 C -4.299 -1.023 0.110  -0.643
8 N -0.983 -0.183 1.400  0.879
9 N -0.465 0.074 2.580  -0.677
10 C 0.837 0.435 2.584  -0.328
11 C 1.428 0.821 3.804  -0.258
12 C 2.742 1.246 3.849  -0.699
13 C 3.499 1.296 2.683  -0.587
14 C 2.932 0.887 1.473  -0.560
15 C 1.632 0.430 1.407  1.434
16 H -5.927 -1.977 1.158  0.350
17 H -4.686 -2.098 3.293  0.331
18 H -2.372 -1.213 3.446  0.395
19 H -2.527 -0.078 -0.672  0.394
20 H -4.848 -0.945 -0.823  0.342
21 H 0.818 0.782 4.699  0.409
22 H 3.177 1.552 4.795  0.309
23 H 4.528 1.640 2.709  0.376
24 H 3.534 0.939 0.571  0.189
25 C -1.002 -2.690 -1.996  -1.566
26 C -0.156 -3.428 -0.952  2.941
27 C -1.072 -3.701 0.250  -1.995
28 C 0.246 -4.786 -1.541  -1.934
29 Si 1.361 -2.254 -0.424  0.059
30 C 2.128 -3.162 1.193  3.136
31 C 1.281 -2.895 2.445  -1.870
32 C 2.211 -4.691 1.057  -2.269
33 C 3.536 -2.636 1.506  -1.818
34 C 2.780 -2.446 -1.832  2.929
35 C 3.714 -1.237 -1.675  -1.532
36 C 3.623 -3.724 -1.770  -2.082
37 C 2.206 -2.376 -3.251  -1.585
38 H -1.854 -3.315 -2.302  0.565
39 H -0.430 -2.431 -2.887  0.362
40 H -1.396 -1.767 -1.575  -0.337
41 H -2.036 -4.095 -0.099  0.646
42 H -1.280 -2.791 0.811  0.030
43 H -0.642 -4.440 0.930  0.320
44 H -0.659 -5.380 -1.729  0.559
45 H 0.886 -5.355 -0.865  0.276
46 H 0.766 -4.675 -2.493  0.290
47 H 0.234 -3.164 2.314  0.252
48 H 1.324 -1.851 2.731  0.290
49 H 1.677 -3.485 3.284  0.600
50 H 1.217 -5.140 1.115  0.365
51 H 2.803 -5.100 1.887  0.595
52 H 2.676 -5.012 0.127  0.291
53 H 3.536 -1.551 1.578  0.098
54 H 4.271 -2.931 0.756  0.369
55 H 3.874 -3.037 2.471  0.556
56 H 4.262 -1.261 -0.730  0.237
57 H 3.139 -0.311 -1.709  -0.407
58 H 4.449 -1.217 -2.493  0.617
59 H 4.185 -3.808 -0.841  0.354
60 H 4.354 -3.720 -2.592  0.552
61 H 3.004 -4.616 -1.889  0.325
62 H 1.592 -1.487 -3.393  -0.197
63 H 1.601 -3.249 -3.502  0.236
64 H 3.029 -2.333 -3.980  0.577
65 C 0.688 3.482 -3.925  -1.199
66 Si 1.554 1.875 -3.393  0.854
67 C 2.373 1.203 -4.981  -1.175
68 C 2.963 2.384 -2.229  -1.046
69 Se -0.016 0.412 -2.735  -0.773
70 H 1.380 4.172 -4.420  0.331
71 H 0.255 3.977 -3.053  0.229
72 H -0.125 3.244 -4.616  0.270
73 H 3.005 1.961 -5.456  0.378
74 H 1.597 0.909 -5.694  0.235
75 H 2.986 0.322 -4.779  0.251
76 H 3.361 3.365 -2.506  0.505
77 H 3.791 1.671 -2.226  0.361
78 H 2.559 2.459 -1.218  0.079
79 Cl 0.108 2.461 0.029  -0.526

ΔE to the lowest compared entry with this formula, charge and spin in kcal/mol: 0.0
Total charge: -2
Strongest force on any atom in eV/Å: 1.166
2S+1: 3
Kohn-Sham gap (alpha / beta) in eV: 4.9 / 6.3

Entry from the Open Molecules 2025 dataset: a 8-piece molecular cluster, C5H26N2O8 overall at a distorted geometry (ωB97M-V/def2-TZVPD).

Last column: Mulliken charge in e.
Positions of all 41 atoms, in Å:
1 C -0.166 -1.369 1.763  -1.513
2 C -0.594 -1.982 0.423  0.605
3 C -2.121 -2.187 0.444  -1.640
4 N -0.349 -1.016 -0.696  0.285
5 C 0.518 -1.296 -1.698  0.373
6 O 1.489 -2.026 -1.499  -0.748
7 C 0.367 -0.599 -3.054  -0.579
8 N -0.497 0.577 -3.035  -0.633
9 H 0.830 -1.646 2.087  0.359
10 H -0.844 -1.658 2.564  0.497
11 H -0.201 -0.282 1.718  0.166
12 H -0.073 -2.897 0.161  0.519
13 H -2.339 -3.218 0.733  0.393
14 H -2.588 -1.427 1.062  0.365
15 H -2.561 -2.169 -0.556  0.421
16 H -1.156 -0.432 -0.857  0.098
17 H -0.068 -1.307 -3.753  0.388
18 H 1.393 -0.284 -3.243  0.281
19 H -1.437 0.331 -3.257  0.267
20 H -0.490 1.094 -2.170  0.266
21 O -0.149 3.871 -0.251  -0.680
22 H 0.555 3.279 -0.530  0.335
23 H -0.840 3.241 0.020  0.323
24 O -1.913 1.751 -0.082  -0.526
25 H -2.100 1.406 0.795  0.320
26 H -2.649 2.206 -0.496  0.269
27 O -0.053 2.260 2.437  -0.695
28 H -0.193 3.186 2.198  0.372
29 H 0.405 1.911 1.661  0.269
30 O 1.348 1.228 -0.154  -0.515
31 H 1.139 0.509 0.444  0.184
32 H 2.201 1.053 -0.576  0.312
33 O 3.137 -1.671 0.483  -0.701
34 H 3.018 -2.234 -0.292  0.377
35 H 2.287 -1.674 0.923  0.239
36 O 4.212 0.271 -0.993  -0.692
37 H 3.545 -0.374 -1.160  0.360
38 H 4.610 -0.017 -0.168  0.329
39 O -2.674 1.292 2.499  -0.654
40 H -3.210 0.925 3.210  0.290
41 H -1.787 1.375 2.897  0.316

ΔE to the lowest compared entry with this formula, charge and spin in kcal/mol: 22.7
Strongest force on any atom in eV/Å: 1.982
2S+1: 1
Kohn-Sham gap in eV: 9.5

Entry from the Open Molecules 2025 dataset: C26H60N2NiO6 as an isolated structure at a distorted geometry (ωB97M-V/def2-TZVPD).

Last column: Mulliken charge in e.
Positions of all 95 atoms, in Å:
1 Ni -0.009 0.084 0.097  3.111
2 C 3.239 -2.725 0.495  -0.839
3 C 2.145 -3.787 0.685  1.478
4 C 2.674 -4.941 1.650  -1.260
5 C 1.634 -5.986 2.101  -0.634
6 C 0.659 -5.164 2.868  -1.324
7 C -0.117 -4.033 2.026  1.467
8 N 0.972 -3.192 1.360  -0.094
9 O 0.450 -2.046 0.611  0.098
10 C -0.793 -3.181 3.150  -1.795
11 C -1.141 -4.704 1.124  -1.393
12 C 1.731 -4.494 -0.668  -1.663
13 H 4.070 -3.106 -0.098  0.460
14 H 3.634 -2.350 1.439  0.319
15 H 2.949 -1.841 -0.072  -0.496
16 H 3.221 -4.442 2.450  0.360
17 H 3.327 -5.607 1.085  0.366
18 H 2.184 -6.655 2.764  0.425
19 H 1.253 -6.617 1.298  0.311
20 H 0.945 -4.847 3.871  0.428
21 H -0.057 -5.920 3.189  0.476
22 H -0.114 -2.716 3.864  0.350
23 H -1.421 -3.917 3.652  0.479
24 H -1.474 -2.431 2.748  0.073
25 H -0.800 -5.056 0.150  0.263
26 H -1.900 -3.966 0.864  0.230
27 H -1.734 -5.495 1.583  0.352
28 H 1.074 -3.949 -1.346  -0.116
29 H 1.212 -5.452 -0.618  0.353
30 H 2.680 -4.635 -1.187  0.539
31 C 0.654 4.935 0.791  -1.605
32 C -0.685 4.672 0.046  1.617
33 C -0.861 6.019 -0.738  -1.299
34 C -1.863 5.912 -1.994  -0.851
35 C -1.457 4.659 -2.813  -1.302
36 C -1.342 3.268 -2.070  1.482
37 N -0.507 3.446 -0.860  -0.123
38 O -0.293 2.188 -0.219  -0.239
39 C -0.670 2.367 -3.186  -1.307
40 C -2.843 2.813 -1.816  -1.266
41 C -1.868 4.474 1.091  -1.442
42 H 0.733 4.095 1.480  -0.016
43 H 0.697 5.880 1.332  0.361
44 H 1.455 4.820 0.061  0.522
45 H 0.165 6.282 -0.996  0.469
46 H -1.295 6.887 -0.240  0.335
47 H -2.045 6.833 -2.548  0.506
48 H -2.870 5.887 -1.575  0.346
49 H -0.536 4.869 -3.357  0.408
50 H -2.206 4.568 -3.600  0.494
51 H -1.331 2.402 -4.051  0.445
52 H -0.388 1.326 -3.028  -0.618
53 H 0.291 2.831 -3.408  0.531
54 H -3.431 3.424 -1.131  0.212
55 H -2.933 1.846 -1.321  -0.184
56 H -3.425 2.781 -2.737  0.490
57 H -1.805 3.475 1.522  -0.224
58 H -2.858 4.576 0.646  0.382
59 H -1.889 5.237 1.869  0.508
60 C 2.502 2.010 3.119  -1.435
61 C 2.512 1.485 1.653  0.596
62 C 3.935 0.920 1.255  -1.388
63 O 1.527 0.494 1.428  -0.109
64 H 3.416 2.567 3.323  0.412
65 H 2.512 1.200 3.848  0.386
66 H 1.650 2.643 3.368  0.286
67 H 2.208 2.294 0.988  0.075
68 H 4.244 0.158 1.972  0.363
69 H 4.602 1.767 1.414  0.454
70 H 4.016 0.422 0.289  0.224
71 H 1.765 -0.120 2.126  0.005
72 C -1.761 -2.726 -2.679  -1.519
73 C -1.877 -1.284 -2.432  0.879
74 C -3.192 -0.758 -2.885  -1.048
75 O -1.467 -0.986 -1.119  -0.278
76 H -0.785 -3.010 -2.284  0.167
77 H -1.676 -2.960 -3.740  0.478
78 H -2.533 -3.377 -2.269  0.375
79 H -1.086 -0.847 -3.042  0.002
80 H -3.467 -1.196 -3.845  0.410
81 H -2.977 0.292 -3.085  0.080
82 H -3.887 -0.856 -2.051  0.227
83 H -1.741 -1.801 -0.692  -0.149
84 C 2.091 0.341 -2.495  -0.872
85 O 1.532 -0.202 -1.308  -0.023
86 H 1.834 1.400 -2.487  0.227
87 H 3.155 0.103 -2.458  0.325
88 H 1.810 -0.134 -3.435  0.261
89 H 1.896 -1.071 -1.122  -0.391
90 C -2.948 0.792 1.570  -0.772
91 O -1.563 0.248 1.564  -0.237
92 H -3.469 0.154 2.284  0.422
93 H -3.092 1.851 1.788  0.295
94 H -3.522 0.492 0.694  0.171
95 H -1.246 0.098 2.458  0.146

ΔE to the lowest compared entry with this formula, charge and spin in kcal/mol: 85.6
Strongest force on any atom in eV/Å: 3.195
2S+1: 3
Kohn-Sham gap (alpha / beta) in eV: 6.5 / 6.4

> Among the records above, which one has the highest strongest force on any atom?

C3H7NO2